No. 1
This record from the Open Molecules 2025 dataset describes one molecule with the formula CH2ClN2OP in a non-equilibrium geometry. The level of theory is ωB97M-V with the def2-TZVPD basis set.

```
8
Properties=species:S:1:pos:R:3
C 0.354 -0.485 -0.307
N 0.232 0.241 -1.536
N 1.161 0.109 -2.333
O 1.329 -1.286 -0.088
P 2.430 -0.701 -2.777
Cl 1.622 -2.516 -3.124
H 0.267 0.480 0.440
H -0.751 -0.919 -0.213
```

Results
Electronic energy = -27903.598 eV
Spin multiplicity = 3
HOMO-LUMO gap (alpha / beta) = 6.89 / 6.61 eV

Atom charges from the Mulliken analysis, given in e for atoms 1 to 6: 0.0407 -0.3152 -0.0121 -0.3089 0.2689 -0.1948

=====

No. 2
This record from the Open Molecules 2025 dataset describes C43H43CsN12O2 as an isolated structure in a non-equilibrium geometry. The level of theory is ωB97M-V with the def2-TZVPD basis set.

```
101
Properties=species:S:1:pos:R:3
Cs 0.233 -1.271 0.472
O -2.540 -3.616 3.411
C -1.985 -3.247 2.352
N -0.730 -3.360 1.957
C 0.194 -4.110 2.680
C -0.151 -5.242 3.428
C 0.796 -6.019 4.085
C 2.138 -5.676 4.015
C 2.509 -4.565 3.266
C 1.580 -3.776 2.587
N 2.001 -2.781 1.705
C 2.662 -1.699 1.998
O 3.090 -0.868 1.154
C 2.929 -1.376 3.458
C 4.247 -1.266 3.907
C 4.484 -1.005 5.241
C 3.399 -0.842 6.095
C 2.129 -0.941 5.552
N 1.887 -1.197 4.269
C -2.890 -2.524 1.343
C -4.237 -2.364 1.673
C -5.088 -1.760 0.766
C -4.578 -1.317 -0.447
C -3.224 -1.493 -0.685
N -2.403 -2.088 0.178
H -1.200 -5.492 3.504
H 0.479 -6.888 4.652
H 2.890 -6.266 4.527
H 3.558 -4.302 3.173
H 5.055 -1.386 3.198
H 5.498 -0.929 5.617
H 3.535 -0.647 7.151
H 1.251 -0.814 6.180
H -4.564 -2.731 2.636
H -6.140 -1.631 0.999
H -5.203 -0.831 -1.185
H -2.766 -1.123 -1.600
C -3.563 -3.030 -7.047
C -2.896 -2.022 -6.147
C -3.363 -0.716 -6.020
C -2.786 0.176 -5.137
C -1.694 -0.169 -4.300
N -1.231 0.633 -3.331
C -0.998 1.937 -3.478
C -0.530 2.528 -4.686
C -0.153 3.853 -4.770
C -0.218 4.708 -3.671
C 0.247 6.140 -3.739
C -0.719 4.169 -2.490
C -1.125 2.851 -2.392
N -1.783 2.458 -1.187
C -2.836 3.113 -0.642
C -3.171 2.449 0.514
C -2.250 1.386 0.577
N -1.421 1.398 -0.452
C -1.183 -1.481 -4.507
C -1.794 -2.372 -5.375
N 0.047 -1.898 -3.913
C 1.058 -2.496 -4.589
C 2.029 -2.812 -3.671
C 1.512 -2.348 -2.446
N 0.316 -1.801 -2.604
H -4.263 -2.542 -7.728
H -2.832 -3.574 -7.652
H -4.125 -3.773 -6.474
H -4.214 -0.397 -6.616
H -3.183 1.180 -5.042
H -0.447 1.883 -5.553
H 0.221 4.236 -5.716
H 0.496 6.416 -4.766
H -0.522 6.834 -3.386
H 1.139 6.308 -3.128
H -0.805 4.799 -1.609
H -3.265 3.972 -1.129
H -3.971 2.680 1.197
H -2.176 0.610 1.324
H -1.385 -3.375 -5.453
H 1.012 -2.626 -5.657
H 2.980 -3.282 -3.855
H 1.974 -2.385 -1.469
C 2.149 2.342 0.168
N 2.434 2.972 1.453
C 3.858 3.106 1.709
C 1.594 2.608 2.488
N 0.629 1.811 2.277
N 1.913 3.236 3.732
C 1.233 2.668 4.878
C 1.788 4.685 3.682
H 2.703 2.875 -0.607
H 1.085 2.390 -0.047
H 2.452 1.292 0.188
H 4.374 2.162 1.499
H 4.032 3.372 2.748
H 4.279 3.882 1.063
H 0.030 1.663 3.080
H 0.164 2.933 4.917
H 1.706 3.044 5.787
H 1.325 1.584 4.857
H 2.365 5.083 2.851
H 2.169 5.112 4.613
H 0.741 5.002 3.562
```

Results
Electronic energy = -67813.942 eV
HOMO-LUMO gap = 5.37 eV
Net charge = -2

Atom charges from the Mulliken analysis, given in e for atoms 1 to 6: 1.6276 -0.8471 -0.0616 -0.0007 -0.3284 -0.4537

=====

No. 3
This record from the Open Molecules 2025 dataset describes C3H4N2O as an isolated structure. The level of theory is ωB97M-V with the def2-TZVPD basis set.

```
10
Properties=species:S:1:pos:R:3
O -0.791 -1.845 -0.518
C -0.488 -0.443 -0.259
N -1.108 0.679 -0.422
C -0.090 1.536 -0.019
C 1.049 0.834 0.333
N 0.759 -0.505 0.170
H -1.420 -2.184 0.147
H -0.250 2.608 -0.010
H 2.008 1.182 0.692
H 0.331 -1.862 -0.114
```

Results
Electronic energy = -8200.400 eV
HOMO-LUMO gap = 8.66 eV

Atom charges from the Mulliken analysis, given in e for atoms 1 to 6: -0.4318 0.1776 -0.5842 -0.2508 -0.3086 -0.4364

=====

Question: The highest electronic energy belongs to which entry?
Answer: C3H4N2O

=====

Question: Look up the electronic energy of the third one.
Answer: -8200.400 eV

=====

Question: The lowest electronic energy belongs to which entry?
Answer: C43H43CsN12O2